Record 1
{
  "formula": "C16H17N7O5Ti",
  "method": "ωB97M-V/def2-TZVPD",
  "total_charge": 2,
  "spin_multiplicity": 1,
  "orbital_gap_ev": 6.2,
  "e_tot_ev": -60635.0004,
  "e_lumo_ha": -0.2874,
  "e_homo_ev": -13.98,
  "species": ["C", "H", "C", "H", "H", "C", "H", "H", "N", "H", "C", "H", "O", "H", "O", "C", "N", "C", "C", "N", "Ti", "H", "C", "C", "C", "C", "O", "C", "C", "H", "H", "C", "H", "N", "H", "H", "N", "C", "N", "N", "H", "H", "O", "H", "O", "C"],
  "xyz": [[-4.620, 2.798, 0.054], [3.523, 3.281, -0.474], [-4.208, 0.400, -0.129], [0.158, -4.467, 3.122], [-0.652, 3.336, -0.277], [-2.374, 1.997, -0.157], [-3.757, -1.674, -1.746], [5.918, 3.552, -1.006], [0.122, -4.191, 2.151], [0.127, -2.060, 3.674], [5.642, 0.208, -1.505], [0.830, -0.098, 2.437], [-0.166, -2.273, -1.535], [0.147, -4.910, 1.442], [-0.031, -4.318, -0.741], [5.460, 2.574, -1.060], [0.051, -1.913, 2.678], [-0.965, 2.296, -0.229], [6.217, 1.468, -1.433], [-0.058, -3.150, -0.597], [-0.168, -0.608, -0.302], [-4.960, -2.671, -0.904], [3.541, 1.157, -0.829], [-4.175, -1.934, -0.774], [-2.857, 0.677, -0.190], [2.120, 0.988, -0.537], [-1.897, -0.312, -0.254], [0.064, -2.928, 1.804], [4.120, 2.425, -0.759], [-3.403, -2.346, -0.124], [-6.132, 1.275, 0.066], [4.301, 0.049, -1.198], [-2.886, 4.079, -0.032], [-0.012, -0.597, 2.157], [-5.328, 3.609, 0.148], [3.844, -0.930, -1.254], [0.016, -2.443, 0.552], [-5.074, 1.497, 0.011], [-0.010, 1.420, -0.246], [1.299, 1.953, -0.363], [6.236, -0.647, -1.800], [-0.823, -0.132, 2.556], [1.619, -0.291, -0.511], [7.265, 1.594, -1.672], [-4.807, -0.803, -0.172], [-3.259, 3.062, -0.044]],
  "mulliken_charge": [-0.866, 0.436, 0.065, 0.228, 0.462, 0.662, 0.339, 0.411, -0.308, 0.144, -0.758, 0.339, -0.502, 0.205, -0.533, -0.692, -0.242, 0.036, -0.393, 0.999, 0.730, 0.327, 0.514, -0.615, 0.940, 0.607, -0.611, 0.865, -0.336, 0.113, 0.494, -0.256, 0.465, -0.339, 0.429, 0.403, 0.095, -0.529, 0.359, -0.964, 0.417, 0.337, -0.457, 0.411, -0.472, -0.959]
}


Record 2
{
  "formula": "C46H119N9O14",
  "method": "ωB97M-V/def2-TZVPD",
  "spin_multiplicity": 1,
  "orbital_gap_ev": 8.7,
  "relative_energy_kj_mol": 418.6,
  "e_tot_ev": -91695.3161,
  "smiles": "COC[C@H](C)N.COC[C@H](C)N.COC[C@H](C)N.COC[C@H](C)N.COCCNCCOC.COCCNCCOC.COCCNCCOC.COCCNCCOC.COCCNCCOC",
  "e_lumo_ha": 0.0184,
  "e_homo_ev": -8.24,
  "species": ["H", "C", "H", "H", "C", "H", "H", "O", "O", "C", "C", "C", "H", "C", "H", "C", "H", "N", "H", "H", "H", "H", "H", "H", "C", "H", "H", "H", "H", "H", "C", "H", "H", "O", "O", "H", "H", "H", "H", "H", "H", "C", "C", "H", "O", "H", "H", "H", "N", "H", "H", "H", "O", "H", "H", "H", "C", "H", "C", "H", "H", "H", "C", "O", "H", "H", "C", "H", "O", "C", "H", "C", "H", "C", "H", "O", "N", "H", "O", "H", "H", "O", "H", "H", "N", "C", "H", "H", "H", "H", "H", "N", "H", "H", "C", "H", "H", "H", "C", "C", "H", "H", "H", "H", "H", "H", "H", "H", "H", "C", "C", "H", "C", "C", "C", "H", "H", "H", "H", "H", "C", "C", "C", "C", "H", "C", "H", "O", "H", "N", "C", "H", "O", "C", "H", "H", "C", "H", "H", "H", "H", "H", "H", "C", "H", "H", "H", "H", "H", "C", "N", "C", "C", "H", "H", "C", "H", "C", "H", "O", "C", "H", "C", "H", "H", "N", "H", "H", "C", "C", "C", "H", "H", "H", "H", "H", "H", "H", "H", "H", "H", "H", "H", "H", "H", "N", "H", "H"],
  "xyz": [[-27.542, 12.245, -1.313], [-25.270, 16.105, 8.637], [-23.204, 14.422, -1.737], [-28.492, 8.483, 10.208], [-25.625, 6.356, 8.662], [-17.651, 10.905, 7.498], [-24.893, 7.880, -2.274], [-24.364, 10.352, 13.802], [-25.393, 15.865, 7.258], [-25.615, 12.972, -2.021], [-17.773, 10.126, 9.384], [-27.478, 10.272, 4.910], [-22.435, 10.826, 3.408], [-23.300, 9.136, -0.520], [-31.183, 13.991, 2.070], [-25.849, 11.559, 12.242], [-22.337, 12.582, -3.881], [-23.363, 7.716, -0.894], [-32.092, 7.087, 2.820], [-27.556, 11.040, 1.097], [-19.911, 13.187, -4.661], [-23.590, 1.056, 9.341], [-23.857, 9.866, 3.265], [-21.134, 8.278, 8.974], [-28.475, 14.653, 1.626], [-15.984, 13.703, 4.998], [-30.176, 7.662, 13.293], [-25.738, 5.129, 10.432], [-24.266, 16.438, 8.932], [-28.195, 10.371, 12.412], [-24.288, 3.030, 9.681], [-23.874, 11.387, 7.143], [-30.854, 9.450, 2.882], [-19.801, 9.080, 10.313], [-22.313, 5.879, -2.660], [-25.998, 9.672, 7.178], [-30.327, 7.308, 4.415], [-14.617, 13.021, 7.814], [-24.081, 5.730, 9.994], [-26.593, 15.537, -0.028], [-24.034, 12.246, 13.420], [-19.852, 13.608, -3.650], [-25.542, 0.133, 7.782], [-15.596, 11.471, 9.529], [-21.134, 14.114, -3.313], [-19.769, 10.874, 9.132], [-26.291, 10.933, -1.651], [-27.340, 14.125, 8.257], [-24.216, 12.636, -1.827], [-21.108, 7.549, 10.589], [-20.860, 4.598, -2.950], [-24.017, 6.118, -3.798], [-23.166, 10.470, 1.429], [-24.202, 15.127, 10.902], [-29.187, 15.891, 3.200], [-30.221, 8.874, 12.118], [-15.168, 13.049, 5.311], [-26.507, 6.623, 6.100], [-27.192, 6.743, 6.942], [-22.441, 9.728, -0.855], [-24.205, 9.718, -0.690], [-29.267, 6.106, 3.595], [-27.642, 10.077, 11.514], [-28.394, 7.869, 12.218], [-21.548, 12.330, -2.293], [-23.604, 2.017, 7.940], [-25.538, 14.828, 9.437], [-25.561, 3.901, 8.210], [-31.279, 5.570, 1.740], [-15.594, 12.591, 7.580], [-31.980, 7.398, 1.025], [-27.628, 15.405, -0.377], [-23.828, 11.092, 11.977], [-21.062, 8.488, 10.047], [-28.336, 13.782, 4.424], [-15.604, 12.084, 6.245], [-17.288, 11.083, 8.423], [-17.537, 10.400, 10.414], [-25.997, 11.998, 0.039], [-19.442, 9.429, 8.325], [-27.819, 10.764, 10.683], [-26.891, 6.007, 8.097], [-28.091, 9.408, 5.166], [-25.820, 9.616, 12.468], [-30.202, 9.052, 2.219], [-15.856, 11.388, 8.472], [-28.045, 10.718, 4.084], [-24.992, 2.827, 10.501], [-22.423, 7.334, -0.969], [-32.115, 3.788, 1.662], [-25.839, 14.002, -1.722], [-30.811, 14.883, 2.378], [-29.863, 13.048, 3.766], [-33.184, 5.006, 1.092], [-26.550, 10.606, 7.317], [-28.218, 6.479, 6.681], [-29.409, 7.276, 1.473], [-23.904, 14.192, -3.238], [-32.467, 4.798, 1.888], [-25.007, 10.687, 15.012], [-26.134, 10.084, 0.760], [-22.243, 8.629, 1.362], [-26.622, 9.955, 4.301], [-26.105, 11.347, 2.000], [-25.798, 12.775, 6.217], [-25.649, 15.665, 11.359], [-26.021, 17.845, 6.620], [-24.940, 6.576, 7.841], [-24.357, 11.244, 15.703], [-25.031, 5.349, 9.620], [-29.812, 7.872, 12.286], [-28.672, 13.633, 1.277], [-26.487, 11.949, -1.291], [-24.228, 1.773, 8.809], [-29.621, 7.134, 3.598], [-24.276, 5.369, -2.189], [-14.314, 13.641, 5.651], [-24.990, 0.072, 6.844], [-23.238, 8.230, -2.923], [-27.903, 11.879, 6.240], [-23.841, 7.578, -2.283], [-27.040, 11.253, 5.998], [-23.343, 10.715, 2.800], [-23.154, 9.118, 1.001], [-29.896, 14.475, 4.797], [-19.297, 9.899, 9.311], [-30.161, 7.117, 11.581], [-25.519, 1.378, 8.428], [-14.796, 12.554, 4.412], [-26.199, 10.232, 11.751], [-25.385, 16.981, 6.416], [-25.919, 16.904, 9.020], [-28.503, 15.690, 0.679], [-21.786, 4.826, -3.473], [-27.682, 14.973, 9.663], [-25.763, 16.683, 5.429], [-29.409, 14.898, 2.794], [-24.069, 12.534, -0.833], [-27.431, 10.416, 7.938], [-27.705, 15.990, -1.293], [-24.028, 8.584, 1.391], [-25.343, -0.682, 8.491], [-25.191, 11.483, 5.341], [-31.498, 6.958, 1.905], [-23.321, 3.378, 10.042], [-23.913, 11.980, 8.672], [-15.312, 10.480, 8.175], [-21.659, 5.202, -4.488], [-17.287, 9.183, 9.086], [-29.330, 13.967, 4.016], [-25.969, 12.123, 5.460], [-26.933, 14.275, 9.264], [-26.464, 11.102, 1.003], [-24.352, 17.246, 6.167], [-30.488, 9.347, 1.289], [-27.911, 8.619, 11.133], [-27.004, 8.104, 10.797], [-23.715, 6.124, -2.743], [-30.935, 15.467, 1.554], [-25.724, 11.504, 8.047], [-24.347, 11.152, 8.101], [-27.167, 13.283, 9.654], [-24.425, 11.414, 12.830], [-26.466, 12.004, 13.037], [-21.838, 9.218, 10.286], [-25.195, 14.920, 10.840], [-16.374, 13.339, 7.711], [-22.427, 3.942, -3.448], [-23.361, 13.623, -2.485], [-22.012, 13.068, -2.946], [-30.142, 7.609, 2.210], [-24.126, 10.210, 8.595], [-25.780, 7.270, 9.251], [-24.901, 14.069, 8.968], [-27.299, 7.811, 7.173], [-19.453, 12.843, -2.983], [-25.982, 12.888, -3.052], [-27.658, 14.349, -0.661], [-25.245, 9.809, 15.613], [-32.840, 4.787, 2.911], [-26.595, -0.095, 7.584], [-27.481, 14.660, 2.103], [-25.885, 11.303, 14.828], [-25.850, 12.282, 11.424], [-19.218, 14.490, -3.718], [-24.826, 4.111, 8.864], [-23.877, 11.655, 2.930], [-28.777, 7.740, 3.935]],
  "mulliken_charge": [0.500, -0.983, 0.355, 0.480, -0.277, 0.225, 0.333, -0.395, -0.213, -0.573, -0.584, -1.406, 0.348, 0.456, 0.239, -0.227, 0.244, -0.459, 0.305, 0.421, 0.289, 0.480, 0.326, 0.361, -0.418, 0.279, 0.279, 0.388, 0.314, 0.442, -0.638, 0.306, 0.221, -0.358, -0.295, 0.315, 0.405, 0.428, 0.241, 0.340, 0.445, -0.716, -0.796, 0.428, -0.346, 0.336, 0.298, 0.278, -0.112, 0.248, 0.235, 0.386, -0.223, 0.275, 0.287, 0.324, -0.746, 0.391, -0.494, 0.206, -0.363, 0.417, -0.125, -0.392, 0.217, 0.337, 1.356, 0.290, -0.305, -0.512, 0.383, -0.618, 0.073, -0.529, 0.354, -0.311, -0.188, 0.293, -0.217, 0.271, -0.034, -0.418, 0.314, 0.362, -0.525, -0.709, 0.229, 0.310, 0.306, 0.255, 0.330, -0.776, 0.212, 0.306, -1.262, 0.353, 0.288, 0.433, -0.778, -0.708, 0.296, 0.358, 0.256, -0.018, 0.198, 0.246, 0.328, 0.424, 0.282, -0.705, -0.743, 0.101, -0.730, -0.607, -1.200, 0.350, 0.312, 0.306, 0.288, 0.269, -0.444, 1.067, -0.851, -0.764, 0.328, -0.558, 0.272, -0.294, 0.248, 0.014, -0.804, 0.382, -0.392, -0.781, 0.473, 0.198, 0.578, 0.110, 0.277, 0.389, 0.405, 0.313, 0.044, -0.594, 0.332, 0.228, 0.328, 0.281, 0.278, -1.300, -0.421, -1.050, -0.688, 0.330, 0.249, -0.238, -0.276, -0.580, 0.302, 0.117, -0.914, -0.140, -0.296, 0.189, 0.180, -0.508, 0.292, 0.316, -0.809, -0.293, 0.311, 0.317, 0.040, -0.452, -0.004, 0.310, 0.337, 0.103, 0.272, 0.324, 0.266, 0.279, 0.309, -0.311, 0.246, -0.248, 0.259, -0.005]
}